Computed, not measured: a single C3H8N2S molecule, with ωB97M-V/def2-TZVPD.

Its SMILES is C/N=C(\C)NS. The calculation puts the frontier orbital gap at 9.8 eV.

Geometry (Å):
C 1.69 0.77 -0.97
N 1.01 0.72 0.29
C -0.20 0.23 0.33
C -0.94 -0.46 -0.78
N -0.83 0.30 1.59
S -1.86 -0.88 2.23
H 1.11 1.40 -1.69
H 2.72 1.10 -0.83
H 1.73 -0.19 -1.53
H -2.00 -0.59 -0.55
H -0.90 0.16 -1.68
H -0.46 -1.41 -1.08
H -0.10 0.70 2.24
H -0.97 -1.86 2.42

=====

Computed, not measured: a single C3H8N2S molecule, with ωB97M-V/def2-TZVPD.

Its SMILES is CNC(=S)CN. The calculation puts the frontier orbital gap at 9.1 eV.

Geometry (Å):
C -0.56 2.01 -1.11
N 0.14 0.84 -0.60
C -0.30 -0.07 0.29
S -1.62 0.20 1.27
C 0.71 -1.22 0.32
N 0.42 -2.30 1.24
H -0.20 2.15 -2.16
H -1.66 1.79 -1.08
H -0.43 2.98 -0.50
H 0.99 0.48 -1.13
H 0.82 -1.55 -0.71
H 1.56 -0.73 0.71
H 0.71 -1.97 2.17
H -0.57 -2.62 1.32

=====

Computed, not measured: a single C3H8N2S molecule, with ωB97M-V/def2-TZVPD.

Its SMILES is [H]/N=C(\N)CSC. The calculation puts the frontier orbital gap at 9.5 eV.

Geometry (Å):
H 2.99 -0.96 -0.95
N 2.08 -1.09 -0.53
C 1.50 -0.06 -0.06
N 1.95 1.23 0.06
C 0.11 -0.36 0.41
S -1.13 0.51 -0.59
C -2.68 -0.21 -0.02
H 2.89 1.34 -0.38
H 1.32 2.03 0.09
H -0.02 -1.43 0.25
H 0.00 -0.12 1.50
H -3.46 0.41 -0.55
H -2.77 -0.01 1.03
H -2.78 -1.27 -0.26

=====

Computed, not measured: a 2-piece molecular cluster, C3H8N3 overall, with ωB97M-V/def2-TZVPD.

The net charge is +1. The calculation puts the frontier orbital gap at 7.5 eV.

Geometry (Å):
C 2.73 -0.57 -0.40
C 1.72 -0.11 0.30
C -2.20 -0.82 0.00
N -1.47 1.48 0.04
N -1.02 2.54 0.13
N -1.44 0.33 0.10
H 2.49 -1.44 -1.09
H 3.76 -0.28 -0.20
H 2.08 0.58 1.04
H 0.68 -0.46 0.31
H -1.51 -1.51 -0.42
H -3.16 -0.63 -0.61
H -2.53 -1.03 1.01
H -0.97 3.50 -0.05

=====

It is found that the relative energy (zero: lowest compared OMol25 entry of this formula, charge and spin) values, taken in the order of the records, are 32.9; 23.2; 18.1; 164.3 kcal/mol.
It is found that the electronic energy values, taken in the order of the records, are -17055.3038; -17055.7230; -17055.9441; -7698.1526 eV.
It is found that the strongest force on any atom values, taken in the order of the records, are 2.798; 2.376; 1.314; 3.122 eV/A.